Density functional theory data (the ωB97M-V functional and the def2-TZVPD basis) for the ion C4H9NOS2 with charge +1 at a distorted geometry.

XYZ file:
```
17
Properties=species:S:1:pos:R:3:forces:R:3:nbo_charge:R:1
S 0.0363 -1.2342 -3.9926 -0.464 0.074 -0.718 0.188
S -0.7670 0.0245 -2.6721 1.019 -0.728 0.887 0.545
C 0.3131 -0.2447 -1.1963 4.007 1.878 -0.787 -0.565
C -0.1475 0.4350 0.0725 -0.825 -1.107 0.606 -0.175
C -1.5912 -0.0148 0.3364 -1.026 0.262 0.758 0.386
O -1.9831 -1.1258 0.5042 0.636 -1.416 -0.080 -0.469
N 0.8216 0.2482 1.1532 -1.892 0.981 -2.510 -0.591
C 0.3268 0.5012 2.4645 2.179 -0.456 3.193 -0.441
H 1.3811 -1.0292 -3.9790 -0.166 0.168 0.681 0.188
H 1.3655 0.4025 -1.3761 -2.436 -1.891 -0.121 0.287
H 0.6036 -1.3109 -1.1070 -0.618 0.526 -0.078 0.275
H -0.2803 1.4572 -0.1392 0.167 1.724 -0.312 0.195
H -2.3897 0.7368 0.3719 0.243 0.878 -0.168 0.135
H 1.4390 -0.4848 0.9337 0.651 -1.102 0.599 0.383
H 0.5403 1.5899 2.7717 -0.728 -1.507 -0.479 0.216
H -0.7307 0.1846 2.7039 1.096 0.329 -0.447 0.208
H 1.0622 -0.1355 3.1503 -1.843 1.388 -1.025 0.234
```
Forces are in eV/Å.

As for the charge: +1. Its HOMO energy (spin up / spin down) is -12.717 / -12.551 eV. The calculation puts the relative energy (zero: lowest compared OMol25 entry of this formula, charge and spin) at 46.88 kcal/mol. The spin multiplicity is 2. The expectation value of S² is 0.7549. As for the LUMO energy (spin up / spin down): -4.8683 / -8.6086 eV. The HOMO-LUMO gap (spin up / spin down) comes out at 7.85 / 3.94 eV.



Density functional theory data (the ωB97M-V functional and the def2-TZVPD basis) for an isolated molecule of C6H10N3OP at a distorted geometry.

XYZ file:
```
21
Properties=species:S:1:pos:R:3:forces:R:3:nbo_charge:R:1
C -0.4757 -3.0375 1.0920 0.004 0.078 0.066 -0.634
C -0.6011 -1.6979 0.4553 0.091 -0.090 -0.212 0.106
N -1.1775 -0.7021 1.0592 -0.211 0.075 0.366 -0.193
N -1.1404 0.4199 0.3367 0.029 0.055 -0.281 -0.483
C -1.7977 1.5849 0.8743 -0.089 0.076 0.250 -0.399
P -0.4243 0.2882 -1.2190 0.265 -0.274 0.281 0.869
C 1.3734 1.0328 -0.9284 -0.882 0.191 -0.424 -0.068
C 1.6642 2.4406 -1.2928 0.105 0.268 -0.067 -0.651
N 2.1867 0.2089 -0.4860 0.760 0.241 0.178 0.055
O 2.0407 -0.9870 -0.2194 -0.701 -1.107 0.029 -0.366
C 0.0005 -1.3791 -0.7947 0.684 0.542 -0.132 -0.459
H -0.9931 -3.0471 2.0461 -0.042 -0.043 0.065 0.232
H 0.5799 -3.2541 1.2542 0.033 -0.089 0.047 0.229
H -0.8869 -3.8118 0.4469 -0.026 -0.089 -0.004 0.217
H -1.2853 1.9387 1.7726 -0.014 -0.008 -0.053 0.204
H -1.7818 2.3803 0.1304 -0.032 -0.030 -0.023 0.205
H -2.8313 1.3487 1.1342 0.019 0.072 -0.041 0.208
H 0.7429 3.0171 -1.3521 0.009 0.047 0.002 0.219
H 2.1624 2.4897 -2.2623 -0.046 0.074 -0.027 0.228
H 2.3179 2.8933 -0.5502 0.006 0.059 0.012 0.237
H 0.3265 -2.1268 -1.4972 0.040 -0.048 -0.033 0.246
```
Forces are in eV/Å.

As for the charge: 0. Its HOMO energy (spin up / spin down) is -8.017 / -8.017 eV. The calculation puts the relative energy (zero: lowest compared OMol25 entry of this formula, charge and spin) at 19.35 kcal/mol. As for the LUMO energy (spin up / spin down): -0.2465 / -0.2466 eV. The HOMO-LUMO gap (spin up / spin down) comes out at 7.77 / 7.77 eV.



Density functional theory data (the ωB97M-V functional and the def2-TZVPD basis) for a cluster of 2 separate species, C4H6O2S in total at a distorted geometry.

XYZ file:
```
13
Properties=species:S:1:pos:R:3:forces:R:3:nbo_charge:R:1
C 0.5964 -0.8124 0.0111 0.114 -1.764 0.822 0.482
C 2.0476 -1.1166 -0.4071 -1.572 -0.244 3.043 -0.170
C -1.6383 0.3372 -0.2746 -0.057 -4.069 1.541 -0.065
C -1.3849 1.7062 -0.4843 -1.720 2.252 -0.322 -0.779
O 0.1561 -1.6273 1.0569 -0.878 -0.239 -0.909 -0.753
O 1.5522 0.0629 0.3018 0.839 1.781 -0.083 -0.516
S -2.7047 -0.6759 0.3424 1.104 1.473 -0.964 0.187
H 2.6673 -1.6439 0.3449 -0.583 -0.276 -0.833 0.178
H 2.4352 -1.0851 -1.3585 0.559 0.769 -2.113 0.183
H -2.3741 2.2482 -0.5046 0.593 -0.417 -0.528 0.233
H -0.8294 1.9009 -1.4036 0.271 0.206 0.459 0.259
H -1.0155 2.1519 0.4396 0.967 -0.165 -0.164 0.278
H 0.4920 -1.4461 1.9358 0.361 0.693 0.053 0.482
```
Forces are in eV/Å.

As for the charge: 0. Its HOMO energy (spin up / spin down) is -7.362 / -8.004 eV. The calculation puts the relative energy (zero: lowest compared OMol25 entry of this formula, charge and spin) at 137.66 kcal/mol. As for the LUMO energy (spin up / spin down): -0.3975 / -0.1253 eV. The HOMO-LUMO gap (spin up / spin down) comes out at 6.96 / 7.88 eV.



Density functional theory data (the ωB97M-V functional and the def2-TZVPD basis) for a structure of composition C30H43F5HoOP2 at a distorted geometry.

XYZ file:
```
82
Properties=species:S:1:pos:R:3:forces:R:3:lowdin_charge:R:1
Ho -0.1260 -0.3645 1.6393 -0.149 -0.077 1.907 1.359
C -0.5597 -2.6981 2.5579 0.884 0.489 0.269 -0.330
C 0.7785 -2.6999 2.0489 -0.305 0.249 0.521 -0.341
C 0.7345 -1.3453 3.9246 -0.535 -0.921 -0.678 -0.294
C -0.5882 -1.8510 3.7101 1.072 -0.348 -0.221 -0.302
C 1.5699 -1.8524 2.8882 -0.771 -0.139 0.080 -0.327
C -1.7259 -3.4724 2.0558 -0.459 -0.283 -0.141 -0.040
H -1.5483 -3.8688 1.0507 -0.072 0.018 0.138 0.069
H -2.6392 -2.8578 2.0304 0.151 -0.211 -0.051 0.081
H -1.9425 -4.3248 2.7180 0.035 0.181 -0.218 0.103
C -1.7418 -1.6743 4.6305 -0.264 0.394 0.254 -0.016
H -2.6628 -2.0656 4.1979 -0.001 -0.041 0.069 0.078
H -1.8981 -0.6155 4.8590 -0.049 -0.289 0.016 0.066
H -1.5678 -2.1890 5.5863 -0.040 0.057 -0.226 0.105
C 1.2050 -0.5875 5.1088 0.059 0.525 0.344 -0.012
H 1.2090 -1.2213 6.0092 -0.013 0.134 -0.245 0.106
H 0.5588 0.2719 5.3140 0.203 -0.207 0.054 0.068
H 2.2263 -0.2188 4.9618 -0.171 -0.058 0.086 0.080
C 3.0449 -1.6587 2.8356 0.529 0.121 0.003 -0.045
H 3.5486 -2.2663 3.6025 -0.087 0.116 -0.221 0.103
H 3.3168 -0.6128 3.0354 0.042 -0.216 -0.057 0.072
H 3.4629 -1.9382 1.8633 -0.022 0.015 0.144 0.065
C 1.3089 -3.5216 0.9313 0.265 -0.369 -0.438 -0.043
H 1.6953 -4.4838 1.2998 -0.088 0.186 -0.142 0.102
H 2.1443 -3.0176 0.4249 -0.167 -0.146 0.029 0.071
H 0.5419 -3.7424 0.1804 0.140 -0.031 0.098 0.059
C -1.7357 0.3319 -4.5898 -0.719 -0.921 -0.443 -0.122
C -1.7410 -1.0009 -4.7874 -0.612 0.979 -0.360 -0.136
C -0.8907 -1.6927 -5.8143 0.210 -0.300 -0.133 -0.174
C 0.5091 -1.0782 -6.0609 -0.230 -0.367 -0.473 -0.188
C 1.2379 -0.5564 -4.8581 0.671 0.492 0.006 -0.106
C 1.2515 0.7336 -4.4921 0.538 -0.375 -0.684 -0.155
C 0.3485 1.7882 -5.0761 -0.026 0.305 -0.112 -0.170
C -1.0487 1.2902 -5.5172 0.301 0.434 -0.268 -0.179
H -1.4210 -1.7204 -6.7794 0.032 -0.028 0.213 0.126
H 0.4299 -0.3075 -6.8356 0.203 -0.152 0.307 0.104
H -0.7613 -2.7463 -5.5314 -0.095 0.189 0.052 0.111
H -0.9665 0.8604 -6.5206 -0.204 0.053 0.340 0.102
H -2.4110 0.7828 -3.8552 0.182 -0.262 -0.287 0.085
H -2.5046 -1.6336 -4.3137 0.433 0.351 0.124 0.112
H -1.6953 2.1669 -5.6494 0.111 -0.101 0.137 0.121
H 0.2168 2.6029 -4.3477 0.139 -0.192 -0.099 0.106
H 2.0084 1.1083 -3.7868 -0.402 -0.396 -0.127 0.098
H 0.8360 2.2558 -5.9500 -0.100 -0.093 0.285 0.128
H 1.1291 -1.8617 -6.5165 -0.094 0.121 0.130 0.118
H 1.9056 -1.2762 -4.3663 -0.148 0.371 -0.072 0.112
P -1.0691 -0.3518 -0.9626 -0.022 0.241 -0.304 0.801
P 1.8699 0.9463 0.1691 0.108 0.193 -0.291 0.788
C -0.1011 0.8962 -1.9263 -0.052 -0.352 -0.193 -0.404
C 0.9357 1.7775 -1.2076 0.009 -0.105 0.451 -0.368
H -0.8068 1.5359 -2.4788 0.261 -0.265 0.241 0.083
H 0.3833 0.2639 -2.6810 -0.120 0.333 0.255 0.036
H 1.6945 2.1451 -1.9149 -0.337 0.047 0.055 0.080
H 0.4321 2.6506 -0.7619 0.257 -0.225 -0.057 0.082
C 2.6302 2.3284 1.0650 0.040 0.147 0.054 -0.244
H 3.2960 1.9197 1.8354 -0.096 0.155 -0.167 0.052
H 1.8496 2.9242 1.5544 0.199 -0.092 -0.127 0.042
H 3.2015 2.9567 0.3721 -0.044 -0.031 0.213 0.064
C 3.2949 0.1225 -0.6149 0.045 -0.060 -0.163 -0.247
H 3.7966 0.8094 -1.3129 -0.091 -0.235 0.188 0.059
H 2.9694 -0.7792 -1.1518 0.125 0.240 0.086 0.044
H 4.0018 -0.1784 0.1716 -0.201 0.071 -0.241 0.046
C -2.7926 0.1866 -1.0797 -0.639 -0.018 0.056 -0.256
H -3.4076 -0.5462 -0.5284 0.093 0.358 -0.241 0.054
H -3.1616 0.2592 -2.1147 0.136 -0.069 0.445 0.038
H -2.8959 1.1704 -0.5858 0.031 -0.425 -0.220 0.061
C -0.9547 -1.9620 -1.8134 -0.010 -0.294 -0.432 -0.239
H 0.0411 -2.4138 -1.6909 -0.281 0.203 0.160 0.044
H -1.1503 -1.8922 -2.8924 0.110 0.108 0.547 0.006
H -1.7087 -2.6381 -1.3791 0.295 0.194 0.004 0.059
F -2.2180 5.9264 5.1419 0.231 -0.476 -0.375 0.122
C -1.8316 4.7696 4.5776 -0.127 0.142 0.291 -0.126
C -1.4965 4.7089 3.2257 -0.062 0.579 -0.087 -0.126
F -1.5342 5.8274 2.4715 0.006 -0.645 0.448 0.115
C -1.1220 3.5040 2.6571 -0.044 -0.242 0.357 -0.125
F -0.7825 3.4569 1.3387 -0.167 -0.104 0.527 0.064
C -1.0831 2.3185 3.4192 -0.127 0.675 0.294 -0.262
O -0.7629 1.1762 2.8737 0.160 -0.288 -0.680 -0.244
C -1.3926 2.4172 4.7858 0.024 -0.331 0.230 -0.108
F -1.3253 1.3171 5.5913 -0.142 0.927 -0.713 0.073
C -1.7697 3.6155 5.3589 -0.133 0.324 0.397 -0.122
F -2.0724 3.6610 6.6720 0.186 0.067 -0.921 0.125
```
Forces are in eV/Å.

As for the charge: +1. Its HOMO energy (spin up / spin down) is -10.608 / -10.598 eV. The calculation puts the relative energy (zero: lowest compared OMol25 entry of this formula, charge and spin) at 22.30 kcal/mol. The spin multiplicity is 5. The expectation value of S² is 6.0051. As for the LUMO energy (spin up / spin down): -3.0300 / -2.9162 eV. The HOMO-LUMO gap (spin up / spin down) comes out at 7.58 / 7.68 eV.



Density functional theory data (the ωB97M-V functional and the def2-TZVPD basis) for an isolated molecule of C5H8O at a distorted geometry.

XYZ file:
```
14
Properties=species:S:1:pos:R:3:forces:R:3:nbo_charge:R:1
C 1.4428 -0.5060 -1.0112 -0.151 -1.065 0.327 -0.607
C 0.6076 0.1013 0.1144 0.766 0.843 -0.144 -0.337
C -0.6323 0.9638 -0.2327 -0.640 0.103 -0.048 -0.394
C -1.4771 0.1658 0.8419 -0.675 0.448 -0.290 -0.529
C -0.3050 -0.7855 0.9428 0.140 -1.184 0.316 0.607
O -0.1796 -1.8953 1.4003 -0.044 0.790 -0.315 -0.518
H 0.7675 -0.8881 -1.8014 0.355 0.169 0.300 0.207
H 1.9961 -1.3999 -0.5993 -0.309 1.027 -0.544 0.230
H 2.1265 0.2282 -1.4618 -0.147 -0.335 0.235 0.218
H 1.2620 0.7031 0.7852 -0.306 -0.525 -0.178 0.229
H -0.5208 2.0362 -0.0181 -0.102 -0.372 -0.185 0.211
H -0.9878 0.8271 -1.2777 0.198 0.030 0.725 0.209
H -1.6453 0.7294 1.7752 0.139 -0.187 -0.323 0.237
H -2.4544 -0.2799 0.5424 0.776 0.260 0.124 0.237
```
Forces are in eV/Å.

As for the charge: 0. Its HOMO energy is -9.530 eV. The calculation puts the relative energy (zero: lowest compared OMol25 entry of this formula, charge and spin) at 20.68 kcal/mol. As for the LUMO energy: 0.8944 eV. The HOMO-LUMO gap comes out at 10.42 eV.



Density functional theory data (the ωB97M-V functional and the def2-TZVPD basis) for a structure of composition C20H18Cl3N4SbW.

XYZ file:
```
47
Properties=species:S:1:pos:R:3:forces:R:3:nbo_charge:R:1
W -0.2310 -0.1136 -0.2326 -0.008 0.088 0.046 1.319
C -0.4375 1.8874 2.0872 0.003 -0.011 -0.034 -0.693
C -0.0195 2.6795 0.8865 -0.009 0.004 0.052 0.287
C 0.2839 4.0357 0.8647 0.011 0.012 -0.019 -0.180
C 0.6959 4.6271 -0.3213 -0.007 -0.001 0.003 -0.030
C 0.8161 3.8634 -1.4968 0.009 0.003 -0.011 -0.198
C 0.4964 2.5327 -1.4213 -0.026 -0.089 -0.047 -0.173
N 0.0673 1.9668 -0.2545 -0.035 -0.019 0.011 -0.572
Sb 0.2405 0.9269 -2.8074 0.043 0.100 0.058 1.486
C 1.4313 -0.6216 -1.4404 0.107 -0.077 -0.124 -0.085
C 2.2882 -1.0518 -2.4397 -0.029 0.008 -0.001 -0.213
C 3.6686 -1.0273 -2.1093 0.006 -0.007 -0.015 -0.076
C 4.0780 -0.6453 -0.8542 0.012 0.012 0.013 -0.165
C 3.1461 -0.2595 0.1440 -0.010 0.001 -0.027 0.370
C 3.5526 0.0878 1.5249 -0.011 0.016 -0.003 -0.685
N 1.8630 -0.2303 -0.2306 0.011 -0.025 0.038 -0.514
C -1.7874 -0.7950 -1.3422 0.007 -0.030 -0.006 0.087
C -2.6130 -1.3810 -2.2764 -0.006 0.001 0.003 -0.261
C -3.9351 -1.5134 -1.8648 0.010 0.008 -0.017 -0.019
C -4.3611 -1.0764 -0.5975 0.000 0.007 0.016 -0.164
C -3.4917 -0.4986 0.3093 -0.014 -0.010 -0.015 0.286
C -3.8651 -0.0192 1.6671 -0.004 0.003 0.003 -0.677
N -2.2042 -0.3722 -0.1355 -0.090 -0.033 -0.018 -0.490
H -0.4529 2.4783 3.0031 0.012 -0.010 0.008 0.323
H 0.2789 1.0697 2.2825 -0.009 -0.021 -0.011 0.234
H -1.4497 1.4874 1.9575 -0.009 0.025 0.021 0.255
H 0.2010 4.6208 1.7723 0.004 -0.002 0.002 0.289
H 0.9317 5.6852 -0.3442 0.001 0.000 0.003 0.293
H 1.1398 4.3209 -2.4235 -0.004 0.002 -0.001 0.291
H 1.9483 -1.4396 -3.3935 -0.006 0.002 0.001 0.291
H 4.3957 -1.3459 -2.8481 0.007 0.001 0.006 0.299
H 5.1300 -0.6660 -0.5936 0.001 -0.003 -0.006 0.295
H 4.2990 -0.6193 1.8910 -0.002 -0.006 0.003 0.300
H 2.7090 0.1091 2.2117 0.001 0.002 -0.001 0.239
H 4.0382 1.0701 1.5229 0.009 -0.007 0.001 0.298
H -2.2728 -1.7332 -3.2403 -0.001 -0.001 0.001 0.282
H -4.6573 -1.9753 -2.5295 0.001 -0.004 0.003 0.291
H -5.3988 -1.2038 -0.3139 -0.001 -0.002 -0.002 0.292
H -4.8576 -0.3756 1.9342 0.002 0.000 0.005 0.292
H -3.8959 1.0735 1.6932 0.001 0.000 0.000 0.266
H -3.1623 -0.3757 2.4225 0.006 0.002 -0.005 0.250
Cl -0.8916 -5.6081 0.5507 -0.002 -0.004 -0.003 0.178
C 0.2752 -4.6008 1.3888 -0.003 0.006 0.015 -0.284
Cl -0.0432 -4.4896 3.1111 0.000 0.001 -0.007 0.177
Cl 1.9360 -5.0722 1.0455 0.001 -0.001 -0.002 0.162
C 0.1187 -3.2342 0.8379 -0.031 -0.013 -0.024 0.578
N -0.0017 -2.1779 0.4026 0.052 0.073 0.088 -0.532
```
Forces are in eV/Å.

As for the charge: +4. Its HOMO energy is -21.281 eV. As for the LUMO energy: -15.0216 eV. The HOMO-LUMO gap comes out at 6.26 eV.